Computed, not measured: C13H32N5PPdSSe as an isolated structure at a distorted geometry, with ωB97M-V/def2-TZVPD.

Output
E_HOMO, Ha: -0.503

ORCA input file:
```
! RIJCOSX wB97M-V def2-TZVPD def2/J DEFGRID3
* xyz 2 1
Pd 0.330 1.313 0.372
N 4.972 2.772 -2.410
C 4.594 2.273 -1.034
C 3.084 2.054 -0.937
N 2.648 1.756 0.427
H 5.978 2.937 -2.482
H 4.498 3.652 -2.625
H 4.716 2.096 -3.133
H 4.926 3.020 -0.316
H 5.143 1.350 -0.858
H 2.779 1.229 -1.582
H 2.574 2.961 -1.270
H 2.865 2.512 1.068
H 3.053 0.886 0.763
Se 0.268 3.737 0.048
C -0.883 4.527 1.217
N -1.617 5.044 1.941
C -4.621 2.136 0.730
C -3.148 2.544 0.869
P -2.034 1.184 0.415
C -2.580 -0.205 1.486
C -1.496 -1.226 1.828
C -2.553 0.810 -1.312
C -1.485 0.213 -2.224
H -5.242 2.952 1.096
H -4.864 1.248 1.314
H -4.892 1.953 -0.310
H -2.921 2.853 1.889
H -2.922 3.390 0.224
H -3.415 -0.695 0.986
H -2.951 0.259 2.401
H -1.240 -1.820 0.952
H -1.844 -1.901 2.611
H -0.594 -0.732 2.183
H -2.895 1.762 -1.721
H -3.412 0.140 -1.257
H -0.588 0.827 -2.231
H -1.859 0.152 -3.246
H -1.203 -0.791 -1.904
S 1.417 -0.873 -0.313
C 1.012 -2.511 0.072
N 0.634 -3.335 -0.896
C 0.381 -4.766 -0.684
C -0.173 -4.952 0.718
C 0.803 -4.350 1.711
N 1.104 -2.967 1.311
H 0.621 -2.961 -1.830
H 1.308 -5.328 -0.812
H -0.328 -5.105 -1.435
H -0.325 -6.007 0.931
H -1.138 -4.446 0.795
H 1.728 -4.928 1.731
H 0.393 -4.334 2.717
H 1.389 -2.307 2.015
*
```

Computed, not measured: a 10-piece molecular cluster, C13H33Br6N7O14 overall at a distorted geometry, with ωB97M-V/def2-TZVPD.

Output
⟨S²⟩: 0.755
E_HOMO (spin up / spin down), Ha: -0.458 / -0.458

ORCA input file:
```
! RIJCOSX wB97M-V def2-TZVPD def2/J DEFGRID3
* xyz 1 2
Br 0.072 3.639 1.369
C 1.450 2.473 2.194
C 2.717 3.278 2.262
Br 4.107 2.241 3.208
H 1.621 1.534 1.668
H 1.163 2.177 3.204
H 2.617 4.273 2.696
H 3.097 3.417 1.250
Br 0.247 -1.247 1.279
C 0.265 -0.147 -0.375
C -1.069 -0.326 -1.012
Br -0.937 0.462 -2.888
H 1.088 -0.424 -1.034
H 0.313 0.886 -0.032
H -1.858 0.116 -0.405
H -1.218 -1.391 -1.190
Br -1.340 -3.093 4.509
C -0.504 -4.226 3.123
C -0.768 -5.738 3.198
Br -2.695 -5.937 2.992
H 0.578 -4.167 3.238
H -0.781 -3.755 2.179
H -0.493 -6.267 4.111
H -0.248 -6.233 2.378
C 2.801 4.478 -2.137
N 1.993 3.243 -1.778
O 2.552 2.551 -1.028
O 0.793 3.118 -2.170
H 3.074 4.470 -3.193
H 3.759 4.464 -1.619
H 2.139 5.314 -1.914
C 2.166 -0.451 4.395
N 1.863 -1.660 5.174
O 1.477 -1.590 6.353
O 2.322 -2.701 4.697
H 3.088 -0.690 3.866
H 2.600 0.287 5.070
H 1.320 -0.264 3.734
C -2.116 4.051 -2.780
N -3.099 4.815 -1.864
O -3.524 5.914 -2.248
O -3.509 4.137 -0.902
H -1.925 3.139 -2.214
H -1.243 4.691 -2.904
H -2.497 3.774 -3.763
C -3.420 2.264 1.779
N -3.936 2.017 3.135
O -4.009 2.977 3.891
O -4.388 0.902 3.336
H -3.120 3.309 1.703
H -4.209 1.897 1.122
H -2.617 1.534 1.688
C -2.456 -4.208 -0.665
N -3.311 -3.019 -0.361
O -3.025 -2.321 0.594
O -4.270 -2.899 -1.061
H -1.777 -4.246 0.186
H -2.000 -3.922 -1.613
H -3.044 -5.117 -0.789
C 1.864 0.287 -4.702
N 2.005 1.509 -5.518
O 1.011 2.156 -5.670
O 3.135 1.829 -5.780
H 2.498 -0.570 -4.929
H 0.912 -0.232 -4.818
H 1.887 0.589 -3.655
C 1.738 -4.524 -2.940
N 1.333 -3.197 -2.233
O 0.678 -3.224 -1.233
O 1.637 -2.194 -2.793
H 1.175 -5.341 -2.487
H 2.827 -4.548 -2.919
H 1.423 -4.344 -3.968
*
```

Computed, not measured: a 9-piece molecular cluster, C13H33BrN9O18 overall at a distorted geometry, with ωB97M-V/def2-TZVPD.

Output
E_HOMO, Ha: -0.172

ORCA input file:
```
! RIJCOSX wB97M-V def2-TZVPD def2/J DEFGRID3
* xyz -1 1
N 3.908 -2.482 -4.306
C 3.851 -1.260 -3.529
C 2.474 -0.896 -2.978
C 1.526 -0.263 -3.991
C 0.470 -1.205 -4.569
Br 0.959 -1.969 -6.301
C 4.478 -0.054 -4.244
O 5.128 -0.253 -5.295
O 4.264 1.049 -3.674
H 3.428 -3.244 -3.856
H 3.604 -2.347 -5.256
H 4.484 -1.429 -2.655
H 2.059 -1.769 -2.474
H 2.663 -0.145 -2.217
H 0.955 0.504 -3.476
H 2.045 0.224 -4.806
H 0.244 -2.010 -3.891
H -0.448 -0.667 -4.740
C 0.347 -2.810 0.667
N -0.551 -2.630 -0.501
O -1.752 -2.763 -0.357
O 0.015 -2.317 -1.519
H -0.246 -3.031 1.547
H 1.030 -3.625 0.445
H 0.876 -1.872 0.778
C -0.964 1.202 2.909
N -0.159 -0.041 3.006
O 0.669 -0.180 2.133
O -0.373 -0.807 3.920
H -0.628 1.735 2.032
H -2.007 0.918 2.816
H -0.802 1.784 3.812
C 2.993 1.951 -1.186
N 1.516 2.024 -1.040
O 0.847 2.165 -2.034
O 1.050 1.941 0.090
H 3.246 2.036 -2.238
H 3.399 2.772 -0.606
H 3.315 0.993 -0.789
C -1.827 4.549 -0.576
N -1.672 4.335 0.889
O -2.160 3.337 1.369
O -1.050 5.171 1.510
H -2.392 3.722 -0.985
H -2.349 5.491 -0.712
H -0.830 4.590 -1.004
C 2.531 3.166 2.842
N 3.528 4.064 2.197
O 3.707 5.161 2.678
O 4.092 3.624 1.219
H 2.106 3.684 3.694
H 1.775 2.934 2.097
H 3.056 2.266 3.148
C -3.676 -5.499 -0.620
N -3.822 -6.873 -0.067
O -4.436 -7.690 -0.721
O -3.319 -7.088 1.015
H -4.174 -5.461 -1.580
H -4.130 -4.812 0.087
H -2.615 -5.297 -0.722
C -5.960 -8.055 2.581
N -6.526 -7.277 3.718
O -7.654 -7.540 4.078
O -5.817 -6.428 4.208
H -6.705 -8.768 2.251
H -5.717 -7.353 1.794
H -5.067 -8.556 2.938
C 0.608 8.005 2.586
N 0.254 9.087 3.545
O -0.876 9.106 3.984
O 1.126 9.880 3.824
H -0.261 7.378 2.433
H 0.915 8.480 1.659
H 1.427 7.438 3.019
*
```

Computed, not measured: C13H34FINO7PSi2 as an isolated structure, with ωB97M-V/def2-TZVPD.

Output
E_HOMO, Ha: -0.318

ORCA input file:
```
! RIJCOSX wB97M-V def2-TZVPD def2/J DEFGRID3
* xyz 0 1
C 2.330 -2.761 1.843
C 0.865 -2.362 1.633
Si 0.648 -0.640 1.001
O 1.535 0.468 1.825
Si 3.087 0.961 1.532
P 3.180 3.220 1.776
O 1.988 3.603 0.696
I 5.215 3.389 0.398
C -1.201 -0.178 1.248
O -1.995 -0.984 1.659
N -1.602 1.178 1.012
C -2.827 1.558 1.566
O -3.809 1.898 1.001
F -2.736 1.567 2.900
H 2.902 -2.720 0.911
H 2.819 -2.098 2.562
H 2.411 -3.773 2.245
H 0.375 -3.021 0.905
H 0.290 -2.453 2.561
H 0.916 -0.549 -0.456
H 3.538 0.496 0.210
H 3.987 0.453 2.592
H 2.147 4.461 0.286
H -1.610 1.409 0.017
C -3.366 2.818 -3.314
C -2.737 3.445 -2.082
C -2.942 4.949 -2.041
O -1.349 3.109 -1.992
H -2.912 3.229 -4.221
H -3.211 1.739 -3.317
H -4.438 3.015 -3.352
H -3.178 2.999 -1.188
H -2.476 5.418 -2.913
H -2.488 5.372 -1.145
H -4.003 5.200 -2.045
H -0.899 3.479 -2.760
C -4.442 -2.830 3.355
C -4.296 -4.180 2.677
C -5.321 -4.376 1.572
O -4.365 -5.245 3.626
H -5.428 -2.745 3.823
H -3.687 -2.709 4.131
H -4.332 -2.018 2.637
H -3.292 -4.261 2.253
H -6.333 -4.337 1.987
H -5.188 -5.345 1.091
H -5.237 -3.594 0.816
H -5.237 -5.216 4.038
C 4.498 -0.105 -3.277
C 5.692 0.326 -2.441
C 7.013 -0.080 -3.074
O 5.592 -0.200 -1.117
H 4.480 -1.194 -3.375
H 3.568 0.210 -2.803
H 4.542 0.324 -4.279
H 5.669 1.410 -2.311
H 7.068 -1.169 -3.165
H 7.848 0.253 -2.459
H 7.121 0.349 -4.072
H 5.612 -1.162 -1.188
*
```